Entry 1:
Entry from the OMol25 dataset: an isolated ion of composition C9H11N4 and charge +1 (ωB97M-V/def2-TZVPD).

ΔE to the lowest compared entry with this formula, charge and spin = 82.6 kcal per mole
Charge = +1
2S+1 = 1
HOMO level (alpha / beta) = -12.71 / -11.22 eV
Gap between HOMO and LUMO (alpha / beta) = 8.97 / 4.19 eV
E_LUMO (alpha / beta) = -3.74 / -7.03 eV

Each line ends with the Mulliken charge.
Element x y z (Å)
C -0.4188 -1.0129 1.1867  -0.434
C 0.5231 -1.5383 2.0076  -0.418
C 1.3295 0.6689 0.6631  0.600
C 0.0315 0.0892 0.4088  0.609
C 2.2991 -0.0636 1.4690  0.173
C 0.1880 2.0843 -0.4048  -0.177
C -1.9339 0.7097 -0.7625  -0.672
C -1.6203 0.1975 -2.1007  -0.186
C -1.7641 -1.1526 -2.5116  -0.844
N 1.7394 -1.1250 2.1916  -0.547
N 1.4118 1.8929 0.0448  -0.613
N 3.5521 0.2420 1.8936  -0.350
N -0.6739 1.0708 -0.2653  0.199
H -1.4192 -1.4946 1.1414  0.332
H 0.2367 -2.2721 2.7959  0.366
H 0.0223 3.0554 -0.7741  0.473
H -2.6378 1.5752 -0.9007  0.346
H -2.4260 0.0114 -0.1277  0.343
H -1.0752 0.8381 -2.7347  0.421
H -1.4264 -1.7709 -1.5396  0.215
H -1.0928 -1.2968 -3.3409  0.296
H -2.7591 -1.5285 -2.5856  0.344
H 4.0053 1.0748 1.5767  0.256
H 3.9089 -0.2549 2.6691  0.269

Atoms 1-3, force components in eV/Å:
C -1.847 1.459 -3.263
C 1.310 -1.428 3.183
C 0.654 -0.320 -1.206

Entry 2:
Entry from the OMol25 dataset: a 2-piece molecular cluster, C9H11N4 overall (ωB97M-V/def2-TZVPD).

ΔE to the lowest compared entry with this formula, charge and spin = 106.1 kcal per mole
Charge = +1
2S+1 = 1
HOMO level (alpha / beta) = -11.66 / -11.66 eV
Gap between HOMO and LUMO (alpha / beta) = 7.48 / 7.49 eV
E_LUMO (alpha / beta) = -4.18 / -4.17 eV

Each line ends with the Mulliken charge.
Element x y z (Å)
C -1.9152 -0.2627 -3.5371  -0.686
C -0.8515 0.6011 -3.8344  -0.454
C 1.5472 0.4977 2.8410  -0.383
C -0.2529 -0.0842 1.3586  -0.455
C -1.4895 -1.0879 -2.5317  -0.207
C 0.1650 0.2732 -2.9771  -0.426
C 2.4757 0.3082 1.8637  -0.425
C 0.1396 0.4065 2.6510  0.971
C 0.7440 -0.3597 0.4728  -0.014
N -0.1955 -0.8514 -2.2399  0.751
N 2.0472 -0.2507 0.6580  -0.077
N -0.6782 0.5956 3.6420  -0.422
N 0.6308 -1.4395 -1.4001  -0.910
H -2.8699 -0.1390 -3.8067  0.524
H -0.7322 1.2343 -4.6476  0.445
H 2.0305 0.7421 3.8157  0.227
H -1.2855 -0.1361 1.1009  0.444
H -1.8953 -2.0214 -2.2612  0.381
H 1.1691 0.4461 -3.1188  0.430
H 3.5288 0.4975 2.2483  0.316
H 2.5495 -0.3453 -0.1781  0.254
H -0.2656 0.9638 4.4793  0.228
H -1.7146 0.4320 3.7991  0.256
H 0.2310 -2.2821 -1.1245  0.234

Atoms 1-3, force components in eV/Å:
C 2.360 -0.459 2.255
C 1.364 -0.837 1.772
C 1.172 0.814 0.917

Entry 3:
Entry from the OMol25 dataset: an isolated ion of composition C9H11N4O and charge +1 (ωB97M-V/def2-TZVPD).

ΔE to the lowest compared entry with this formula, charge and spin = 54.1 kcal per mole
Charge = +1
2S+1 = 1
HOMO level = -11.95 eV
Gap between HOMO and LUMO = 8.49 eV
E_LUMO = -3.46 eV

Each line ends with the Mulliken charge.
Element x y z (Å)
C 1.4045 -2.6960 1.8983  -0.449
C 2.6295 -2.0544 1.8326  -0.588
C 0.2806 -2.1672 1.2532  -0.854
C 2.7991 -0.8705 1.1293  -0.642
C 0.5202 -1.0271 0.5700  0.728
C 1.6965 -0.3256 0.4788  0.459
C 0.5736 1.3185 -0.8412  -0.026
C -2.4032 1.9092 -0.4943  -0.528
C -0.6715 0.4994 -0.5318  0.254
N 1.7014 0.8531 -0.2651  -0.008
N -1.6031 1.1179 0.3497  -0.279
N -1.4320 0.0992 -1.6864  -0.383
N -2.4736 1.0917 -1.8465  -0.009
O 0.5064 2.2733 -1.5918  -0.634
H 1.2996 -3.6141 2.4534  0.398
H 3.4761 -2.4823 2.3459  0.397
H -0.6754 -2.6598 1.3022  0.452
H 3.7557 -0.3730 1.0979  0.401
H -3.4028 2.1061 -0.1118  0.399
H -1.8825 2.8370 -0.7486  0.311
H 2.5673 1.3616 -0.3954  0.273
H -2.1079 0.4555 0.9271  0.329
H -0.8574 -0.0015 -2.5179  0.293
H -3.3799 0.6193 -1.9673  0.338
H -2.3211 1.7296 -2.6402  0.366

Atoms 1-3, force components in eV/Å:
C -0.161 -0.065 0.039
C 0.025 -0.067 0.033
C 0.209 -0.333 0.235

Entry 4:
Entry from the OMol25 dataset: C9H11NO2 as an isolated structure (ωB97M-V/def2-TZVPD).

ΔE to the lowest compared entry with this formula, charge and spin = 176.1 kcal per mole
2S+1 = 1
HOMO level = -9.24 eV
Gap between HOMO and LUMO = 9.84 eV
E_LUMO = 0.60 eV

Each line ends with the Mulliken charge.
Element x y z (Å)
C -0.1302 -3.2784 0.2971  -1.264
C -0.7957 -2.0182 0.4504  -0.360
C -0.1748 0.3753 0.1416  0.632
C -1.4895 0.7339 0.4704  -0.281
C -1.9807 2.1018 0.5441  -1.338
C -0.9460 2.9880 0.1607  -0.017
C 0.3407 2.6293 -0.2158  -1.068
C 0.6021 1.2599 -0.2515  0.772
C 2.1113 1.0751 -0.7762  0.453
H 0.4999 -3.1596 -0.7743  0.222
H 0.2733 -3.6743 1.0783  0.378
H -1.0510 -4.0413 -0.1324  0.289
H -1.5158 -1.7585 -0.1176  0.627
H -1.0398 -1.9451 1.5426  0.262
H -2.2047 -0.1982 0.7175  0.097
H -2.8082 2.2920 0.8682  0.746
H -1.2738 4.2222 -0.0403  0.107
H 0.8272 3.4444 -0.3998  0.584
H 3.4827 -0.6106 -1.1498  0.268
H 1.8151 -1.2724 -0.3765  0.388
N 2.5042 -0.1882 -0.8493  -0.449
O 0.1335 -1.0217 -0.0369  -0.358
O 2.8204 2.0446 -1.1504  -0.690

Atoms 1-3, force components in eV/Å:
C -3.892 -1.475 -10.493
C 4.401 1.317 4.848
C -6.764 -7.225 1.552

Entry 5:
Entry from the OMol25 dataset: the molecule C9H11NO2 (ωB97M-V/def2-TZVPD).

ΔE to the lowest compared entry with this formula, charge and spin = 137.5 kcal per mole
2S+1 = 1
HOMO level (alpha / beta) = -6.67 / -7.53 eV
Gap between HOMO and LUMO (alpha / beta) = 6.08 / 7.69 eV
E_LUMO (alpha / beta) = -0.59 / 0.16 eV

Each line ends with the Mulliken charge.
Element x y z (Å)
C -1.7497 -2.0946 -1.2972  -0.740
C -1.0712 -2.2256 -0.1267  -0.636
C -1.7653 -0.7837 -1.6372  -0.541
C -0.6528 -0.9570 0.2612  0.303
C 0.3499 -0.8842 1.3585  0.334
C 1.4858 -0.1917 0.9129  -0.188
C -1.2067 1.2875 -0.4184  0.126
C -2.0682 2.2442 -1.1472  -1.182
C 3.8347 0.4557 1.4598  -0.634
N -1.1836 0.0099 -0.6261  0.176
O 0.3364 -1.5192 2.4551  -0.643
O 2.6094 -0.3041 1.6210  -0.228
H -2.1710 -2.8624 -1.8291  0.547
H -0.9642 -3.0950 0.4580  0.505
H -2.2616 -0.4686 -2.5077  0.387
H 1.5833 0.3392 -0.0347  0.310
H -0.8532 1.5687 0.5961  0.362
H -2.2992 3.1297 -0.4769  0.304
H -3.0579 1.9701 -1.6534  0.305
H -1.3438 2.6731 -1.8056  0.317
H 4.5675 -0.2794 1.6264  0.244
H 3.8377 1.1252 2.3801  0.249
H 4.0437 0.8620 0.4312  0.324

Atoms 1-3, force components in eV/Å:
C 0.227 1.173 -0.227
C 0.657 1.471 1.564
C -0.423 0.676 0.231

Entry 6:
Entry from the OMol25 dataset: the molecule C9H11NO2 (ωB97M-V/def2-TZVPD).

ΔE to the lowest compared entry with this formula, charge and spin = 29.4 kcal per mole
2S+1 = 1
HOMO level = -9.57 eV
Gap between HOMO and LUMO = 10.24 eV
E_LUMO = 0.67 eV

Each line ends with the Mulliken charge.
Element x y z (Å)
C 0.8518 -2.5952 1.4848  -1.147
C 1.2001 -1.1062 1.3807  -0.202
C -0.0739 0.1183 -0.4171  0.730
C -1.3276 -0.4217 -0.2948  -0.060
C -2.4650 0.3781 -0.4580  -0.465
C -2.3899 1.6726 -0.7726  -0.492
C -1.1050 2.2226 -0.9299  -0.509
C 0.0339 1.4145 -0.7369  -0.389
C 1.3851 2.0526 -1.1221  0.512
H -0.1943 -2.7743 1.1199  0.280
H 1.6025 -3.2366 0.9653  0.327
H 0.8362 -2.7920 2.5296  0.410
H 2.2624 -0.7623 1.6853  0.288
H 0.4005 -0.6332 1.9682  0.254
H 0.9834 -1.6287 -0.5857  0.331
H -1.3909 -1.4746 0.0401  0.116
H -3.4835 -0.1430 -0.4196  0.258
H -3.2775 2.3036 -1.1865  0.261
H -0.8606 3.2119 -1.2863  0.479
H 2.1154 0.4582 -0.4407  0.608
N 0.9957 -0.7338 -0.0917  -0.387
O 2.3989 1.3417 -0.7443  -0.585
O 1.5021 3.1275 -1.6877  -0.619

Atoms 1-3, force components in eV/Å:
C 0.438 0.212 -0.488
C -0.196 0.413 -1.365
C -1.188 -2.324 1.121

Entry 7:
Entry from the OMol25 dataset: a 2-piece molecular cluster, C9H11NO3 overall (ωB97M-V/def2-TZVPD).

ΔE to the lowest compared entry with this formula, charge and spin = 109.4 kcal per mole
2S+1 = 1
HOMO level = -7.69 eV
Gap between HOMO and LUMO = 8.34 eV
E_LUMO = 0.65 eV

Each line ends with the Mulliken charge.
Element x y z (Å)
C -2.5415 1.0297 2.5032  -0.802
C -1.4585 0.2144 2.6057  -0.744
C -1.9315 1.4856 0.1522  -0.696
C -0.9334 0.5091 0.1925  0.501
C -2.7686 1.6972 1.2553  0.758
C -0.6570 -0.0541 1.4293  1.128
C 3.3415 -0.8821 -2.6267  -0.609
C -0.1693 0.1693 -1.0256  -0.792
C 0.6240 -0.8618 -1.3877  0.071
N 3.0379 -2.1411 -2.2596  -0.113
O -3.7528 2.5791 1.1505  -0.518
O 0.3095 -0.9894 1.6143  -0.576
O 0.6910 -2.0948 -0.7776  -0.648
H -3.1582 1.2647 3.3424  0.428
H -1.2158 -0.4023 3.4836  0.230
H -2.1523 2.0514 -0.7411  0.264
H 4.2771 -0.8448 -3.2352  0.141
H 2.2881 -2.2204 -1.5600  0.408
H -0.2400 1.0575 -1.6561  0.226
H 1.2753 -0.5843 -2.2408  0.244
H 3.4619 -2.8962 -2.7395  0.208
H -3.6575 3.0144 0.3212  0.271
H 0.3469 -1.0410 2.5718  0.271
H 0.3925 -2.0050 0.1472  0.349

Atoms 1-3, force components in eV/Å:
C -0.194 1.201 -1.315
C 1.167 -1.012 -1.959
C -0.940 -0.386 1.328

Entry 8:
Entry from the OMol25 dataset: the molecule C9H11NO3 (ωB97M-V/def2-TZVPD).

ΔE to the lowest compared entry with this formula, charge and spin = 20.1 kcal per mole
2S+1 = 1
HOMO level = -9.01 eV
Gap between HOMO and LUMO = 9.56 eV
E_LUMO = 0.55 eV

Each line ends with the Mulliken charge.
Element x y z (Å)
C -0.1915 -1.7627 -0.2234  0.384
C -0.6898 -3.1713 0.2074  0.331
C -0.5046 -0.8350 0.9770  -1.175
C 0.0637 0.5489 0.5840  0.311
C 1.4219 0.9121 0.7176  -0.230
C -0.8154 1.4951 0.1483  -0.604
C 1.8665 2.1691 0.3345  -0.545
C -0.3634 2.7317 -0.3105  -0.250
C 0.9554 3.1301 -0.2430  0.510
H -0.4294 -0.5190 -1.8958  0.325
H -1.7398 -1.0738 -1.1471  0.287
H 0.9211 -1.8069 -0.2403  0.293
H -1.6084 -0.8073 1.0413  0.415
H -0.1533 -1.2899 1.8903  0.411
H 2.2017 0.2413 1.1612  0.344
H -1.9284 1.3306 0.1507  0.264
H 2.9223 2.4229 0.3547  0.378
H -1.1116 3.4332 -0.6352  0.278
H 0.4614 4.6891 -1.0347  0.276
H -1.1146 -3.4273 -1.5952  0.389
N -0.8185 -1.4061 -1.4635  -0.802
O -0.7160 -3.5827 1.3373  -0.571
O 1.3300 4.4467 -0.6540  -0.535
O -1.0077 -3.9464 -0.8028  -0.483

Atoms 1-3, force components in eV/Å:
C 0.702 -0.732 2.322
C 0.898 0.335 0.237
C 0.031 0.904 -1.552

Entry 9:
Entry from the OMol25 dataset: a 2-piece molecular cluster, C9H11NOS overall (ωB97M-V/def2-TZVPD).

ΔE to the lowest compared entry with this formula, charge and spin = 87.0 kcal per mole
2S+1 = 1
HOMO level = -8.53 eV
Gap between HOMO and LUMO = 7.47 eV
E_LUMO = -1.06 eV

Each line ends with the Mulliken charge.
Element x y z (Å)
C -3.6999 1.3491 -0.3156  -0.617
C -2.3929 1.5666 -0.7215  -0.309
C -3.9673 0.0610 0.1244  -0.429
C -1.3708 0.5977 -0.6271  -0.586
C -3.0209 -0.9763 0.0290  -0.458
C -1.6838 -0.7361 -0.3233  1.056
C 3.8258 -0.4573 1.6566  -0.362
C 3.6268 -1.5214 0.6813  -0.170
C -0.7033 -1.7243 -0.1229  -0.513
N 2.9543 -0.1748 0.6104  -0.461
O 0.2166 -3.8760 0.8251  -0.543
S -1.0713 -3.1866 0.5844  0.324
H -4.4470 2.1146 -0.3565  0.409
H -2.1962 2.5817 -1.1338  0.298
H -4.8862 -0.2258 0.5901  0.371
H -0.3284 0.8574 -0.8006  0.385
H -3.4457 -1.8728 0.5198  0.162
H 3.4540 -0.5913 2.6485  0.205
H 4.6297 0.2961 1.7479  0.180
H 2.9921 -2.4005 1.0596  0.134
H 4.1736 -1.6447 -0.1931  0.258
H 0.3718 -1.6992 -0.3897  0.442
H 1.9842 -0.2878 0.9010  0.226

Atoms 1-3, force components in eV/Å:
C 0.894 -1.146 -0.128
C 0.622 1.209 -0.501
C 0.750 -0.940 -0.286

Entry 10:
Entry from the OMol25 dataset: a 2-piece molecular cluster, C9H11O3 overall (ωB97M-V/def2-TZVPD).

ΔE to the lowest compared entry with this formula, charge and spin = 53.0 kcal per mole
Charge = -1
2S+1 = 1
HOMO level = -2.94 eV
Gap between HOMO and LUMO = 6.58 eV
E_LUMO = 3.64 eV

Each line ends with the Mulliken charge.
Element x y z (Å)
C 0.2247 0.1191 4.2823  -0.568
C 0.0173 -1.4667 4.2313  0.517
O 0.3234 -2.0507 5.2173  -0.568
O -0.4060 -2.1803 3.1420  -0.455
H -0.4592 0.5017 5.0925  0.210
H -0.1227 0.3836 3.2093  0.174
H 1.2485 0.3891 4.4625  0.236
C 0.3851 1.5197 -4.0840  -1.325
C -1.1446 0.5770 -0.6765  -0.614
C -0.3003 -0.5528 -0.2907  0.390
C -0.8232 1.2208 -1.8582  -0.157
C 0.2656 0.8070 -2.6943  0.251
C 0.7414 -1.0942 -1.2276  -0.751
C 0.9130 -0.4387 -2.4728  -0.556
O -0.7453 -1.0447 0.7514  -0.799
H -2.0075 0.6692 0.0255  0.254
H -1.5438 1.9322 -2.1552  0.349
H 1.2424 -2.0627 -1.0274  0.313
H -0.6061 -1.6096 2.3704  0.513
H 0.3420 2.5819 -3.8152  0.357
H -0.3682 1.1069 -4.7465  0.237
H 1.4773 -0.8377 -3.1541  0.593
H 1.3462 1.5297 -4.5820  0.397

Atoms 1-3, force components in eV/Å:
C -2.867 -1.550 -2.722
C 0.508 0.832 -0.957
O 0.257 -1.326 1.676

Entry 11:
Entry from the OMol25 dataset: a 2-piece molecular cluster, C9H11O3 overall (ωB97M-V/def2-TZVPD).

ΔE to the lowest compared entry with this formula, charge and spin = 19.3 kcal per mole
Charge = -1
2S+1 = 1
HOMO level = -4.35 eV
Gap between HOMO and LUMO = 7.42 eV
E_LUMO = 3.07 eV

Each line ends with the Mulliken charge.
Element x y z (Å)
C 1.5812 -0.8122 -2.9539  -0.865
C 2.9415 -1.1979 -2.2491  0.583
O 3.0671 -2.3588 -1.7990  -0.737
O 3.7290 -0.2413 -2.2272  -0.719
H 1.8551 -0.8765 -4.0087  0.330
H 1.3097 0.1488 -2.5619  0.240
H 0.7322 -1.4997 -2.8510  0.218
C -3.1722 1.4865 1.5766  -1.357
C 0.7123 -0.2791 0.8372  0.372
C -0.3953 -0.5838 0.0463  -0.309
C 0.5163 0.5169 1.9602  -0.509
C -1.6230 -0.0056 0.3134  -0.579
C -0.7154 1.1196 2.2039  -0.468
C -1.7717 0.9473 1.3217  0.687
O 1.9194 -0.8501 0.6873  -0.504
H 2.0277 -1.2415 -0.1842  0.209
H -0.2570 -1.3065 -0.7507  0.397
H 1.2651 0.6841 2.6871  0.419
H -2.4980 -0.3013 -0.2571  0.345
H -0.8082 1.7040 3.1143  0.263
H -3.1526 2.0426 2.5224  0.338
H -3.8554 0.6566 1.7373  0.337
H -3.4077 2.2479 0.8350  0.309

Atoms 1-3, force components in eV/Å:
C 0.480 -1.294 0.029
C -0.899 0.262 -0.207
O -0.133 -0.099 0.298

Entry 12:
Entry from the OMol25 dataset: a 2-piece molecular cluster, C9H11O3 overall (ωB97M-V/def2-TZVPD).

ΔE to the lowest compared entry with this formula, charge and spin = 10.5 kcal per mole
Charge = -1
2S+1 = 1
HOMO level = -4.38 eV
Gap between HOMO and LUMO = 7.66 eV
E_LUMO = 3.27 eV

Each line ends with the Mulliken charge.
Element x y z (Å)
C 3.2843 -0.3952 0.0429  -0.919
C 3.1869 0.0008 1.5599  0.653
O 2.0571 0.3380 2.0416  -0.679
O 4.2070 -0.2167 2.2150  -0.712
H 2.8864 0.3127 -0.6726  0.319
H 2.7869 -1.3743 -0.0637  0.197
H 4.3398 -0.5844 -0.1355  0.320
C -3.7901 -1.3337 -2.1399  -1.301
C -0.6968 0.6570 0.0942  0.427
C -0.3946 -0.5351 -0.6395  -0.281
C -1.8469 1.3718 -0.2809  -0.601
C -1.4062 -1.0851 -1.4220  -0.485
C -2.8492 0.7676 -1.0225  -0.364
C -2.6848 -0.5200 -1.4766  0.567
O 0.0885 1.2020 0.9931  -0.631
H 1.0485 0.6808 1.2416  0.399
H 0.5920 -0.9308 -0.6239  0.223
H -2.0179 2.3630 0.1475  0.335
H -1.1581 -1.8986 -2.0872  0.334
H -3.7208 1.3954 -1.1752  0.293
H -3.5356 -1.5572 -3.1887  0.282
H -4.7443 -0.7967 -2.0763  0.330
H -3.9319 -2.3138 -1.6485  0.294

Atoms 1-3, force components in eV/Å:
C 0.167 -0.421 0.911
C 0.209 -1.061 -0.389
O 0.143 0.130 -0.577